{"formula": "C36H41KN9S3", "method": "the ωB97M-V functional and the def2-TZVPD basis", "max_force_ha_per_bohr": 0.006, "total_charge": -1, "e_lumo_ev": 2.3701, "e_homo_ev": -4.09, "energy_ev": -100243.9644, "symbols": ["K", "S", "S", "S", "N", "N", "N", "N", "N", "N", "N", "N", "N", "C", "C", "C", "C", "C", "C", "C", "C", "C", "C", "C", "C", "C", "C", "C", "C", "C", "C", "C", "C", "C", "C", "C", "C", "C", "C", "C", "C", "C", "C", "C", "C", "C", "C", "C", "C", "H", "H", "H", "H", "H", "H", "H", "H", "H", "H", "H", "H", "H", "H", "H", "H", "H", "H", "H", "H", "H", "H", "H", "H", "H", "H", "H", "H", "H", "H", "H", "H", "H", "H", "H", "H", "H", "H", "H", "H", "H"], "coordinates": [[-1.1534, -0.0301, -0.6431], [1.7797, -0.0432, -4.6386], [-0.2261, -2.6708, 1.1024], [3.3307, 1.3459, 3.4988], [0.1254, -3.6145, -3.4856], [1.0861, 0.1263, 2.7513], [2.4425, -1.0516, 4.1636], [-2.2301, -1.7048, 2.7410], [-1.8623, -0.4730, 2.2691], [-1.5801, 2.0395, 1.2163], [1.2284, 0.3585, -2.1479], [-1.2039, -2.0474, -2.6224], [-2.0106, -3.9483, 2.5593], [2.2268, 0.0738, 3.4513], [-0.0284, -2.9173, -5.9200], [3.3440, -2.1940, -3.6440], [-1.8452, 1.8697, 2.5150], [-3.0659, 0.3799, 4.2320], [-1.7613, 3.8561, -4.4262], [0.9595, 0.8205, -3.3213], [3.6107, -2.5773, 1.3044], [-1.7356, -0.9216, -4.8148], [-1.9444, 3.1436, -3.2470], [-0.6237, -1.9530, -6.7126], [-1.1403, 3.2207, 0.7923], [-2.2705, 0.5207, 2.9659], [-0.3100, -2.8658, -4.5596], [3.9309, -3.2745, -0.0169], [-2.5727, -3.9947, 4.9802], [-1.4625, -0.9684, -6.1680], [-1.6794, 2.9063, 3.4336], [5.4548, -3.4272, -0.1173], [3.7687, -2.8810, -2.5218], [2.0929, -0.7172, -2.1934], [3.4012, -2.4915, -1.2191], [-3.0452, -4.1846, 3.5425], [-1.0909, 2.1208, -2.7832], [0.2266, 2.6056, -4.8393], [-0.4334, -3.0645, -2.3669], [-1.2092, 4.1296, 2.9893], [-0.6593, 3.5904, -5.2363], [-1.5764, -2.7073, 2.1927], [3.2759, -4.6631, -0.0022], [-0.9337, 4.2981, 1.6430], [1.4752, -2.1163, 4.3467], [2.5061, -1.0958, -3.4736], [2.5532, -1.4075, -1.0700], [-1.1507, -1.8922, -4.0045], [0.0058, 1.8996, -3.6468], [4.0289, -3.1598, 2.1298], [5.8314, -3.9552, 0.7624], [-2.8233, 3.4010, -2.6543], [2.1940, -4.5711, 0.1149], [-3.8730, -3.5054, 3.3368], [3.2892, -1.0425, 4.7020], [0.5151, -0.6843, 2.5281], [-0.4239, -1.9464, -7.7770], [1.9025, -2.8570, 5.0198], [3.6564, -2.5081, -4.6326], [-3.6100, 1.2945, 4.4660], [-1.8802, -0.2135, -6.8216], [-0.2310, -3.4409, -1.3743], [0.6299, -3.6663, -6.3427], [2.2295, -1.0693, -0.0948], [0.9088, 0.9688, 2.2318], [3.4818, -5.2061, -0.9282], [3.6636, -5.2562, 0.8306], [5.9380, -2.4495, -0.1622], [2.5347, -2.5032, 1.4623], [-2.4123, 0.1421, 5.0772], [-0.5595, 5.2347, 1.2535], [4.4193, -3.7369, -2.6573], [5.7565, -3.9958, -0.9986], [0.8688, -4.2896, -3.4833], [-2.3358, -0.1341, -4.3751], [-0.9481, 3.2901, -0.2760], [1.2289, -2.6102, 3.4049], [0.5472, -1.7368, 4.7854], [-2.4734, 4.6227, -4.7192], [-3.3880, -4.1795, 5.6836], [-1.8826, 2.7410, 4.4825], [-3.4077, -5.2044, 3.3942], [-1.0486, 4.9397, 3.6898], [-1.7559, -4.6804, 5.2146], [-1.4412, -4.7095, 2.2362], [-3.7626, -0.4496, 4.1283], [4.0387, -1.5747, 1.3560], [-0.4925, 4.1447, -6.1526], [1.0994, 2.4000, -5.4534], [-2.2208, -2.9724, 5.1150]]}